{
  "formula": "C4H22N2O4",
  "method": "the ωB97M-V functional and the def2-TZVPD basis",
  "elements": ["C", "C", "C", "C", "N", "N", "H", "H", "H", "H", "H", "H", "H", "H", "H", "H", "H", "H", "H", "H", "H", "H", "O", "H", "H", "O", "H", "H", "O", "H", "H", "O"],
  "positions_angstrom": [[-2.12, -1.93, -0.81], [-0.99, -0.89, -1.07], [0.03, -0.94, 0.08], [1.37, -0.45, -0.28], [1.99, 0.45, 0.77], [-1.43, 0.64, -0.94], [-3.02, -1.89, -1.40], [-1.64, -2.95, -0.73], [-2.83, -2.01, 0.12], [-0.55, -0.82, -2.04], [-0.05, -2.04, 0.43], [-0.12, -0.33, 0.95], [2.09, -1.31, -0.48], [1.45, 0.09, -1.20], [1.36, 0.59, 1.69], [2.75, -0.20, 1.19], [2.25, 1.38, 0.40], [-1.86, 0.88, -0.02], [-2.25, 0.64, -1.62], [-0.62, 1.23, -1.15], [0.67, 3.40, -1.61], [1.21, 2.11, -2.28], [0.94, 2.44, -1.48], [-2.88, 1.84, 1.40], [-2.98, 0.20, 1.93], [-2.39, 0.99, 1.54], [2.11, -3.32, 1.28], [2.98, -3.43, 0.20], [2.51, -2.75, 0.70], [1.22, 3.01, 1.97], [0.09, 2.93, 0.97], [0.71, 2.44, 1.47]],
  "homo_energy_ev": -18.198,
  "mol_weight_g_mol": 162.2,
  "gap_ev": 12.11,
  "total_charge": 2,
  "lumo_energy_ev": -6.1,
  "spin_multiplicity": 1,
  "largest_force_ev_per_a": 4.95
}

***

{
  "formula": "C23H18BrN2OTc",
  "method": "the ωB97M-V functional and the def2-TZVPD basis",
  "elements": ["Tc", "C", "C", "C", "C", "C", "C", "C", "H", "H", "H", "H", "H", "H", "H", "H", "Br", "C", "C", "C", "C", "O", "C", "C", "N", "C", "C", "C", "C", "C", "C", "C", "C", "N", "C", "C", "H", "H", "H", "H", "H", "H", "H", "H", "H", "H"],
  "positions_angstrom": [[-0.60, -0.10, 0.42], [-3.69, -0.33, 2.38], [-2.19, -0.29, 2.41], [-1.48, 0.92, 2.37], [-0.07, 0.95, 2.53], [0.65, -0.23, 2.74], [-0.03, -1.44, 2.66], [-1.43, -1.46, 2.49], [-4.05, -0.64, 3.36], [-4.06, -1.06, 1.67], [-4.13, 0.64, 2.17], [-2.01, 1.86, 2.31], [0.44, 1.90, 2.57], [1.71, -0.21, 2.92], [0.51, -2.37, 2.77], [-1.94, -2.42, 2.47], [2.87, -6.03, -2.17], [1.73, -4.74, -1.62], [0.42, -5.09, -1.20], [-0.43, -4.12, -0.79], [0.00, -2.76, -0.74], [-0.83, -1.87, -0.30], [1.32, -2.40, -1.18], [1.74, -1.01, -1.26], [1.11, -0.01, -0.77], [1.47, 1.34, -1.12], [2.67, 1.77, -1.61], [2.83, 3.12, -2.00], [1.78, 3.99, -1.92], [0.53, 3.56, -1.42], [-0.62, 4.38, -1.35], [-1.80, 3.86, -0.88], [-1.83, 2.55, -0.42], [-0.76, 1.76, -0.43], [0.41, 2.24, -0.98], [2.16, -3.38, -1.63], [0.11, -6.13, -1.21], [-1.45, -4.34, -0.51], [2.62, -0.82, -1.86], [3.52, 1.10, -1.71], [3.79, 3.45, -2.37], [1.90, 5.02, -2.24], [-0.57, 5.41, -1.69], [-2.71, 4.45, -0.84], [-2.75, 2.12, -0.02], [3.15, -3.14, -1.99]],
  "homo_energy_ev": [-17.471, -17.836],
  "s2": 3.781,
  "mol_weight_g_mol": 516.3,
  "gap_ev": [7.13, 5.19],
  "total_charge": 3,
  "lumo_energy_ev": [-10.3, -12.6],
  "spin_multiplicity": 4,
  "largest_force_ev_per_a": 1.98
}

***

{
  "formula": "C3H8N2O3S",
  "method": "the ωB97M-V functional and the def2-TZVPD basis",
  "elements": ["C", "C", "C", "N", "N", "O", "O", "O", "S", "H", "H", "H", "H", "H", "H", "H", "H"],
  "positions_angstrom": [[0.50, 0.38, -0.48], [0.65, -1.31, 1.25], [-1.32, 0.04, 1.08], [0.02, -0.21, 0.62], [1.66, 0.13, -1.03], [-1.03, 2.51, -1.03], [0.40, 1.42, -2.70], [-1.64, 0.27, -1.85], [-0.66, 1.33, -1.70], [0.66, -2.14, 0.57], [1.50, -1.04, 1.69], [0.12, -1.68, 2.10], [-1.83, 0.93, 1.01], [-1.98, -0.65, 0.72], [-1.24, -0.21, 2.18], [2.45, -0.45, -0.58], [1.74, 0.67, -1.85]],
  "homo_energy_ev": -10.030,
  "mol_weight_g_mol": 152.2,
  "gap_ev": 10.34,
  "lumo_energy_ev": 0.3,
  "spin_multiplicity": 1,
  "largest_force_ev_per_a": 4.43
}

***

| no. | E (a.u.) |
| --- | --- |
| 1 | -575.4107 |
| 2 | -3725.7958 |
| 3 | -852.4762 |